Here is a structure of composition C36H56O36 from the OMol25 dataset. Energies are from ωB97M-V/def2-TZVPD.

## Properties
Maximum force (eV/A): 13.23
LUMO energy (eV): -0.344
E_HOMO (eV): -8.6000
Orbital gap (eV): 8.26
Energy above the lowest of the compared OMol25 structures with the same formula, charge and spin (kcal/mol): 1121.8
E (Eh): -4112.29144

The geometry in ORCA input format:
```
! wB97M-V def2-TZVPD RIJCOSX def2/J DEFGRID3
* xyz 0 1
C 4.184 1.987 3.477
C 2.764 2.464 3.099
O 2.194 1.242 2.715
C 2.820 0.266 3.379
O 2.389 -0.857 3.526
O 3.993 0.662 3.858
H 4.612 2.650 4.228
H 4.843 1.994 2.609
H 2.766 3.035 2.171
H 2.148 2.973 3.840
C -1.368 -2.696 -5.158
C -1.947 -3.606 -4.087
O -2.808 -2.781 -3.418
C -2.552 -1.520 -3.689
O -2.926 -0.618 -2.983
O -1.630 -1.448 -4.617
H -1.776 -2.790 -6.165
H -0.279 -2.751 -5.185
H -1.131 -3.894 -3.425
H -2.412 -4.560 -4.337
C -0.956 0.438 2.720
C -1.941 1.010 3.759
O -1.439 2.304 3.880
C -0.172 2.406 3.429
O 0.524 3.387 3.596
O 0.256 1.255 2.954
H -1.327 0.432 1.696
H -0.732 -0.609 2.928
H -1.751 0.569 4.738
H -2.968 0.894 3.413
C 2.252 1.792 -0.608
C 2.934 3.038 -0.035
O 4.038 2.506 0.661
C 4.196 1.212 0.359
O 5.179 0.557 0.657
O 3.215 0.798 -0.375
H 1.942 1.976 -1.637
H 1.299 1.546 -0.140
H 2.360 3.421 0.809
H 3.273 3.822 -0.711
C -3.837 -2.919 -0.111
C -3.242 -1.839 -0.953
O -2.048 -2.419 -1.433
C -1.766 -3.508 -0.719
O -0.694 -4.134 -0.806
O -2.794 -3.778 0.059
H -4.540 -3.387 -0.800
H -4.214 -2.528 0.835
H -3.127 -0.952 -0.329
H -3.873 -1.635 -1.818
C -1.071 3.392 0.783
C 0.298 2.782 0.808
O 1.081 3.900 0.966
C 0.508 4.942 0.413
O 1.088 6.069 0.190
O -0.784 4.747 0.337
H -1.568 3.491 1.748
H -1.770 2.981 0.056
H 0.492 2.180 -0.080
H 0.293 2.222 1.743
C -0.439 1.145 -4.093
C -1.679 1.738 -4.682
O -1.272 2.945 -5.231
C 0.003 2.841 -5.452
O 0.638 3.727 -6.034
O 0.522 1.798 -4.915
H -0.396 0.066 -4.247
H -0.317 1.511 -3.073
H -2.268 1.945 -3.789
H -2.212 0.984 -5.262
C 2.364 -3.008 2.932
C 1.460 -2.469 4.003
O 2.194 -2.594 5.200
C 3.406 -2.885 4.992
O 4.220 -3.101 5.872
O 3.564 -3.061 3.689
H 2.314 -2.192 2.211
H 2.231 -4.019 2.550
H 0.498 -2.980 3.981
H 1.277 -1.402 3.876
C -3.542 1.364 -0.399
O -4.246 1.490 0.826
C -3.885 2.410 1.697
O -2.776 2.973 1.703
O -4.833 2.375 2.635
C -4.737 3.223 3.742
H -4.087 0.828 -1.176
H -2.576 0.903 -0.194
H -3.439 2.394 -0.742
H -5.450 2.964 4.525
H -4.977 4.259 3.502
H -3.739 3.090 4.160
C 1.709 -0.026 1.540
O 1.059 -0.463 0.268
C -0.042 0.091 -0.167
O -0.703 0.923 0.508
O -0.332 -0.471 -1.258
C -1.479 -0.070 -1.947
H 2.448 -0.721 1.939
H 0.895 -0.022 2.266
H 2.183 0.955 1.543
H -1.716 -0.702 -2.803
H -1.396 0.967 -2.270
H -2.327 -0.031 -1.263
C 1.529 0.434 -2.171
O 2.382 -0.145 -3.095
C 1.882 -0.933 -4.053
O 0.714 -1.080 -4.281
O 2.951 -1.618 -4.660
C 2.622 -2.431 -5.859
H 0.547 0.790 -2.483
H 2.128 1.244 -1.755
H 1.417 -0.240 -1.322
H 3.488 -2.890 -6.336
H 2.276 -1.637 -6.522
H 1.842 -3.169 -5.672
C 2.117 -4.745 0.173
O 1.145 -3.688 0.139
C 0.356 -3.480 1.190
O 0.505 -4.026 2.247
O -0.367 -2.352 0.982
C -1.191 -1.823 2.000
H 3.092 -4.333 0.432
H 2.270 -5.236 -0.788
H 1.900 -5.490 0.938
H -1.904 -2.517 2.445
H -1.776 -0.966 1.667
H -0.537 -1.477 2.800
*
```

These are the Löwdin partial charges, in e, on atoms 1 to 8:
1 C -0.059
2 C -0.026
3 O -0.093
4 C -0.422
5 O -0.025
6 O 0.177
7 H 0.146
8 H 0.118